Record 1
# H8O16S3Zn

A structure of composition H8O16S3Zn (ωB97M-V with the def2-TZVPD basis set, OMol25).

The energy above the lowest of the compared OMol25 structures with the same formula, charge and spin comes out at 320.10 kJ/mol. The calculation puts the HOMO energy at 4.8 eV. Its frontier orbital gap is 2.73 eV. For the LUMO energy, the calculation gives 0.27504 Eh. As for the total charge: -4. The value obtained for the total energy is -4182.298805 Ha.

```
28
Properties=species:S:1:pos:R:3:forces:R:3
Zn -0.566 -0.045 -0.509 2.2 1.4 2.3
S 2.196 2.084 -0.979 1.0 0.0 0.3
S 0.515 -3.006 0.356 1.1 -1.2 1.6
S -0.962 1.741 2.263 -0.8 1.9 1.2
O -0.036 1.262 3.269 1.3 -0.9 0.8
O 1.805 -3.204 -0.280 1.0 -0.4 -1.2
O -2.275 -1.259 -0.629 -1.8 -0.1 -0.5
O 2.232 -0.527 2.041 0.5 -0.3 0.5
O -1.222 0.684 1.241 -0.7 -0.7 -1.0
O -0.554 -3.715 -0.372 -1.4 0.1 -1.2
O 3.420 1.659 -0.283 0.2 0.0 -0.1
O 0.570 -3.562 1.724 -0.4 0.2 0.3
O 0.277 -1.532 0.418 -0.5 -0.5 0.2
O -0.509 2.996 1.660 -0.2 -0.2 -0.4
O 1.822 3.443 -0.560 -0.2 0.3 -0.5
O -1.824 1.393 -1.323 -1.1 0.6 -0.9
O 2.417 1.996 -2.454 0.1 0.3 -1.2
O 1.103 1.118 -0.705 -1.0 -0.5 0.3
O 0.037 -0.731 -2.292 -0.4 -0.7 -2.0
O -2.262 1.980 2.964 -1.1 0.0 -0.1
H -2.513 -1.926 -1.277 0.6 -0.3 0.2
H -2.607 1.611 -0.806 0.3 -0.1 0.6
H -1.968 1.803 -2.181 0.5 0.1 0.0
H 1.752 -0.138 2.779 -0.4 0.3 -0.2
H 1.529 -0.832 1.439 0.2 0.1 0.1
H -2.684 -1.550 0.192 0.6 0.1 0.3
H -0.589 -1.020 -2.962 0.0 -0.2 0.1
H 0.894 -0.722 -2.734 0.4 0.5 0.7
```
Positions in Å, forces in eV/Å.

***

Record 2
# C22H29NO4

The molecule C22H29NO4 (ωB97M-V with the def2-TZVPD basis set, OMol25).

The energy above the lowest of the compared OMol25 structures with the same formula, charge and spin comes out at 150.72 kJ/mol. The calculation puts the HOMO energy at -8.8 eV. Its frontier orbital gap is 9.32 eV. For the LUMO energy, the calculation gives 0.01997 Eh. As for the total charge: 0. The value obtained for the total energy is -1211.459205 Ha. The SMILES is CCCC(=O)C1=C(O)[C@H](C(=O)OC)C(C)(C)C/C1=N\CCc1ccccc1.

```
56
Properties=species:S:1:pos:R:3:forces:R:3
O -1.149 0.544 4.222 -0.1 0.1 0.0
O -2.419 2.173 2.867 -0.1 0.0 0.2
O 1.918 0.781 3.379 -0.2 0.1 -0.3
O 2.195 -0.858 4.879 0.1 -0.1 0.1
N -1.009 0.135 -0.456 -0.3 0.1 0.2
C 0.908 0.093 -3.685 0.1 0.1 0.0
C 0.871 -0.763 0.892 -0.1 0.0 -0.2
C -1.003 0.592 1.857 -0.1 0.0 0.7
C -4.021 2.282 -1.350 0.0 -0.2 0.2
C -0.650 0.096 3.093 -0.3 0.1 -0.2
C 1.996 -2.577 2.214 -0.2 0.1 0.0
C -3.585 1.650 -0.036 0.0 0.1 -0.1
C -0.441 -2.740 1.705 0.1 0.2 0.1
C 0.153 0.324 -4.828 0.0 0.0 0.0
C 0.454 0.615 -2.354 -0.2 -0.3 0.0
C -2.337 2.349 0.522 -0.3 0.1 0.1
C 2.462 -1.184 -5.011 0.1 -0.1 0.0
C 0.357 -1.002 3.312 0.1 0.2 0.1
C -1.941 1.712 1.821 0.1 0.1 -0.3
C 2.064 -0.669 -3.790 0.0 0.0 0.0
C -0.414 -0.005 0.653 0.3 -0.2 -0.2
C 1.591 -0.376 3.962 -0.2 -0.2 0.1
C -0.534 -0.374 -1.705 0.3 0.0 -0.1
C 0.705 -1.777 2.027 0.1 -0.1 0.0
C 3.040 1.462 3.928 0.3 0.1 0.3
C 0.548 -0.190 -6.050 0.0 0.0 -0.1
C 1.705 -0.946 -6.144 0.0 0.0 -0.1
H -0.048 1.577 -2.472 0.0 0.0 0.1
H -0.045 -1.692 4.062 0.0 0.1 -0.1
H 3.943 0.859 3.814 -0.1 0.1 0.0
H 2.015 -1.346 -7.098 0.0 0.0 -0.1
H 1.187 -1.282 -0.013 0.0 0.0 0.0
H -4.253 3.336 -1.214 0.0 0.1 0.0
H 2.857 -1.920 2.311 0.1 0.0 0.0
H 2.159 -3.228 1.358 0.0 0.0 -0.1
H -4.908 1.782 -1.734 -0.1 0.0 -0.1
H 3.129 2.394 3.376 0.0 -0.1 0.0
H 1.645 -0.039 1.156 0.0 0.0 -0.1
H 1.937 -3.192 3.109 0.0 -0.1 0.1
H -3.230 2.194 -2.090 0.1 0.0 -0.2
H -0.256 -3.241 0.758 0.0 -0.1 -0.1
H -0.529 -3.498 2.480 0.0 -0.1 0.1
H 2.662 -0.856 -2.908 0.1 0.0 0.1
H 2.878 1.657 4.989 0.0 0.0 -0.1
H -0.046 0.000 -6.931 0.0 0.0 -0.1
H -2.578 3.395 0.725 0.0 0.0 0.1
H -0.749 0.915 -4.758 -0.1 0.1 0.0
H -1.411 -0.472 -2.352 0.2 -0.1 -0.1
H 3.367 -1.771 -5.078 0.1 0.0 0.0
H -1.783 1.305 3.980 0.2 -0.2 -0.2
H -1.534 2.278 -0.207 -0.1 0.1 0.0
H -0.056 -1.361 -1.632 -0.1 0.0 0.0
H -1.387 -2.208 1.630 -0.2 0.0 0.0
H 1.307 0.752 -1.686 0.0 0.0 0.0
H -4.391 1.720 0.697 0.0 0.0 0.0
H -3.347 0.598 -0.197 -0.1 0.0 0.1
```
Positions in Å, forces in eV/Å.

***

Record 3
# C8H15N

A structure of composition C8H15N (ωB97M-V with the def2-TZVPD basis set, OMol25).

The energy above the lowest of the compared OMol25 structures with the same formula, charge and spin comes out at 377.70 kJ/mol. The calculation puts the HOMO energy at -8.0 eV. Its frontier orbital gap is 8.96 eV. For the LUMO energy, the calculation gives 0.03645 Eh. As for the total charge: 0. The value obtained for the total energy is -368.428884 Ha.

```
24
Properties=species:S:1:pos:R:3:forces:R:3
N -3.005 1.191 0.554 -0.2 0.1 -0.2
C -1.773 1.006 1.157 2.2 0.7 -2.2
C -0.451 0.592 -0.084 -6.7 2.5 4.9
C 0.781 -0.650 -2.519 -0.2 0.1 0.2
C -1.478 1.382 2.403 0.1 -0.1 -0.2
C 0.101 -1.533 1.339 -0.4 0.2 0.2
C 2.473 0.266 -0.870 -0.1 -0.1 0.2
C 0.015 -0.521 0.281 5.7 -1.8 -4.7
C 1.325 -0.692 -1.106 -1.3 -1.3 2.3
H -0.068 -1.325 -2.640 0.0 0.0 0.0
H 3.334 0.013 -1.499 -0.1 0.0 0.0
H 1.628 -1.712 -0.863 0.3 0.0 -0.2
H 1.112 -1.563 1.749 0.0 0.0 0.0
H 2.187 1.293 -1.104 0.0 0.1 0.0
H 1.546 -0.951 -3.243 0.0 0.0 0.1
H 0.469 0.359 -2.796 -0.1 0.0 0.0
H 2.809 0.233 0.167 0.0 0.0 0.0
H -0.549 1.276 -0.903 0.6 -0.2 -0.3
H -0.487 1.255 2.809 0.2 0.2 -0.1
H -3.296 0.474 -0.092 0.0 0.1 0.0
H -0.123 -2.523 0.938 0.0 0.0 0.0
H -3.756 1.538 1.142 0.2 -0.2 -0.1
H -2.199 1.889 3.039 -0.2 -0.4 0.0
H -0.594 -1.297 2.142 -0.1 -0.1 0.1
```
Positions in Å, forces in eV/Å.

***

Record 4
# C5H13N3O2

A cluster of 2 separate species, C5H13N3O2 in total (ωB97M-V with the def2-TZVPD basis set, OMol25).

The energy above the lowest of the compared OMol25 structures with the same formula, charge and spin comes out at 139.27 kJ/mol. The calculation puts the HOMO energy at -8.7 eV. Its frontier orbital gap is 9.25 eV. For the LUMO energy, the calculation gives 0.02211 Eh. As for the total charge: 0. The value obtained for the total energy is -513.042255 Ha. The SMILES is CCN=C(N)N.CC(=O)O.

```
23
Properties=species:S:1:pos:R:3:forces:R:3
O 1.191 1.165 1.216 -1.7 -0.3 0.9
O 2.499 2.612 0.113 0.2 0.1 0.1
N 1.042 -1.630 -0.807 -0.6 0.7 0.3
N 0.202 -0.177 -2.430 -0.7 0.5 -1.6
N -1.012 -0.408 -0.502 0.5 -0.4 0.6
C 0.285 3.288 0.798 1.6 0.0 0.5
C -1.762 -2.506 0.526 0.0 0.3 0.1
C -1.160 -1.096 0.792 -1.8 -0.7 -1.6
C 0.005 -0.734 -1.183 0.7 0.6 -0.4
C 1.464 2.355 0.664 0.5 -0.3 -0.9
H -1.047 -3.313 0.416 0.4 -0.1 0.6
H 0.365 4.079 0.061 -0.1 0.0 0.0
H 0.850 -2.610 -0.868 0.4 0.0 0.2
H -2.269 -2.544 -0.436 -0.4 0.5 0.1
H -0.562 0.172 -2.992 -0.3 0.1 0.8
H -0.271 -1.139 1.397 0.4 0.1 0.1
H -1.971 -0.581 1.303 0.4 0.4 0.3
H -2.489 -2.699 1.317 0.1 -0.5 -0.1
H 1.912 -1.226 -0.521 0.2 -0.5 -0.1
H 0.465 3.694 1.800 -0.5 0.2 -0.1
H 1.063 0.095 -2.866 0.6 -0.7 0.6
H -0.618 2.730 0.765 -0.9 -0.3 0.0
H 1.817 0.473 1.438 0.9 0.6 -0.5
```
Positions in Å, forces in eV/Å.

***

Record 5
# C5H7NO

The molecule C5H7NO (ωB97M-V with the def2-TZVPD basis set, OMol25).

The energy above the lowest of the compared OMol25 structures with the same formula, charge and spin comes out at 223.34 kJ/mol. The calculation puts the HOMO energy at -9.9 eV. Its frontier orbital gap is 10.89 eV. For the LUMO energy, the calculation gives 0.03756 Eh. As for the total charge: 0. The value obtained for the total energy is -324.639401 Ha. The SMILES is [H]/N=C1\OC[C@H]2C[C@@H]12.

```
14
Properties=species:S:1:pos:R:3:forces:R:3
O 1.413 0.420 -0.952 0.1 -1.7 0.5
N 1.795 -1.885 -0.086 -0.7 1.3 0.4
C -0.753 0.719 -0.274 -0.2 -0.4 0.7
C 0.394 1.448 -0.949 -0.3 -0.8 0.5
C -0.456 -0.827 0.028 0.4 1.2 -0.1
C 0.970 -0.963 -0.307 0.9 2.2 -0.8
C -1.354 -0.364 -1.066 -0.5 -0.1 -0.4
H 2.753 -1.537 -0.092 0.0 -0.2 -0.6
H -1.253 1.203 0.546 -0.6 0.2 -0.2
H -0.898 -1.368 0.885 0.7 0.6 -0.6
H -2.404 -0.544 -0.920 -0.2 -0.3 -0.2
H -0.957 -0.511 -2.064 -0.3 0.2 -0.1
H 0.647 2.416 -0.443 0.4 -1.2 0.2
H 0.116 1.809 -1.979 0.3 -0.9 0.6
```
Positions in Å, forces in eV/Å.

***

Record 6
# C12H12IN2S

A cluster of 2 separate species, C12H12IN2S in total (ωB97M-V with the def2-TZVPD basis set, OMol25).

The calculation puts the HOMO energy at -10.1 eV. Its frontier orbital gap is 6.22 eV. For the LUMO energy, the calculation gives -0.14144 Eh. As for the total charge: +1. The value obtained for the total energy is -1269.644175 Ha.

```
28
Properties=species:S:1:pos:R:3:forces:R:3
I 3.710 -1.565 1.116 -0.1 0.0 0.0
S -1.540 1.869 -0.981 0.0 0.0 0.0
N 6.435 0.579 0.632 0.1 0.1 -0.1
N -1.205 -1.045 -1.145 0.1 -0.3 0.3
C -2.511 -0.665 -0.751 0.0 0.0 -0.1
C 2.022 0.924 0.682 -0.1 0.1 0.0
C 0.988 -1.136 -0.083 -0.1 0.1 -0.1
C -4.062 1.090 -0.207 0.0 0.1 0.0
C -5.056 0.147 0.010 -0.1 0.2 0.0
C -0.129 -0.418 -0.515 0.0 0.0 -0.1
C 2.042 -0.444 0.488 0.1 -0.1 0.0
C -2.796 0.685 -0.605 -0.2 0.1 0.0
C -3.503 -1.607 -0.512 0.1 -0.1 -0.1
C -4.775 -1.197 -0.146 0.0 -0.2 0.0
C -0.169 0.971 -0.342 0.2 0.0 0.1
C 0.891 1.625 0.270 0.0 0.0 0.0
H 6.836 0.551 -0.307 0.0 0.0 0.0
H 7.134 0.274 1.311 0.0 0.0 0.0
H -3.276 -2.662 -0.623 0.0 0.0 0.0
H 5.606 -0.058 0.680 -0.1 0.0 0.0
H -6.047 0.463 0.307 0.0 0.0 0.0
H 6.143 1.533 0.850 0.0 0.0 0.0
H -4.264 2.146 -0.081 0.0 0.0 0.0
H -5.541 -1.943 0.027 0.0 0.0 0.0
H 0.831 2.698 0.417 0.0 -0.1 0.0
H 2.839 1.447 1.163 -0.1 0.0 0.0
H 1.021 -2.211 -0.211 0.0 0.0 0.0
H -1.097 -2.047 -1.214 0.0 0.0 0.0
```
Positions in Å, forces in eV/Å.

***

Record 7
# C34H53ClF3N3O9PS2

A cluster of 3 separate species, C34H53ClF3N3O9PS2 in total (ωB97M-V with the def2-TZVPD basis set, OMol25).

The calculation puts the HOMO energy at -5.9 eV. Its frontier orbital gap is 7.93 eV. For the LUMO energy, the calculation gives 0.07640 Eh. As for the total charge: -1. The value obtained for the total energy is -4065.743500 Ha.

```
106
Properties=species:S:1:pos:R:3:forces:R:3
Cl 2.038 -1.362 2.864 -1.3 0.4 0.1
S -5.466 2.409 -3.948 -7.4 -1.9 -2.1
S -3.512 -3.055 -3.007 1.0 0.5 5.3
P -3.012 0.908 -0.318 0.3 0.6 -0.8
F 3.735 6.205 0.574 -0.1 0.0 0.0
F -4.622 0.927 4.434 2.8 -1.1 0.0
F 2.305 -7.166 -0.793 0.1 0.1 0.1
O 0.542 -1.286 -1.846 0.8 -0.2 1.9
O -2.678 0.569 1.394 1.5 -1.5 -1.2
O -4.550 0.110 0.077 -0.3 -1.1 -0.8
O -6.052 -1.081 -0.725 0.9 1.3 -1.3
O -6.330 1.223 -3.457 3.8 3.5 -1.1
O 5.050 0.948 -0.622 -1.7 -1.4 1.6
O -2.160 -0.575 -0.809 1.3 -2.3 2.5
O -4.408 1.759 -5.156 -1.5 0.5 0.9
O -6.466 3.400 -4.657 4.6 -2.4 2.3
N -5.175 -0.293 -1.043 -1.8 -2.2 2.1
N 0.959 -3.679 -3.445 -1.1 0.1 0.7
N -3.033 -2.534 0.022 -0.7 -2.0 -8.2
C 1.726 2.977 -0.921 0.4 1.4 1.1
C 3.777 1.476 -0.108 -1.4 0.7 -0.5
C 1.575 -8.051 -1.483 -0.6 -0.7 -0.6
C 6.667 7.090 2.517 0.0 0.0 -0.4
C -5.107 2.945 -1.057 -1.1 0.3 0.9
C -2.899 -1.523 2.629 0.4 -0.6 0.7
C -3.185 -2.820 -1.320 -0.2 1.6 3.9
C 0.891 2.774 0.515 0.5 1.2 -0.1
C -0.602 -2.586 0.152 1.2 -0.8 0.8
C 1.567 -7.997 -2.873 0.1 0.0 0.0
C -3.218 0.466 4.542 1.3 0.3 0.9
C 7.130 7.414 0.162 -0.2 -0.1 0.4
C -0.503 -0.032 2.218 1.1 -1.1 -0.2
C 0.072 -9.930 -1.518 0.2 0.3 -0.3
C 0.812 -8.923 -3.592 0.0 -0.1 0.4
C 0.466 -0.047 4.805 0.7 -1.1 -0.6
C 7.542 7.464 1.496 0.0 0.0 -0.1
C 0.287 -0.883 3.367 -1.2 0.0 1.5
C 0.196 -3.828 -2.148 0.8 -0.3 1.2
C 5.841 6.982 -0.150 0.0 0.0 0.0
C 4.975 6.615 0.874 0.9 0.3 0.2
C 0.064 -9.887 -2.915 0.0 0.0 0.1
C -1.848 -1.559 0.227 -0.9 1.3 -1.1
C 5.375 6.668 2.205 -0.1 0.0 0.0
C -4.496 3.264 -2.541 0.9 1.0 0.0
C 0.836 -9.011 -0.800 0.0 0.0 0.0
C -1.349 1.731 -0.745 1.7 1.5 -0.3
C -1.896 -0.687 1.660 -2.6 1.3 0.2
C 3.377 2.971 -0.648 0.0 -0.2 -0.3
C -0.736 2.781 0.334 0.0 1.4 0.1
C -4.023 2.490 0.078 -0.8 1.4 1.2
C 5.017 -0.492 -0.212 -0.7 0.3 0.5
C 0.414 -2.539 -1.102 1.6 -1.2 -0.1
C -2.965 -1.108 4.198 -0.9 -0.1 0.6
H -3.537 0.802 -1.688 1.0 0.8 0.6
H 0.807 -8.893 -4.679 0.0 0.0 0.2
H -4.628 4.429 -2.767 0.3 -2.8 0.1
H 1.045 0.956 4.554 -1.3 -2.1 0.8
H 0.862 -9.035 0.285 0.0 0.1 -0.1
H -0.539 0.912 -0.953 -1.6 1.5 0.3
H 0.231 0.010 1.277 -1.7 0.3 2.1
H 7.812 7.710 -0.631 -0.2 -0.1 0.1
H -1.027 -3.704 0.194 0.8 2.6 -0.1
H 1.815 -3.099 -3.311 -1.4 -0.4 -0.3
H 2.148 -7.235 -3.383 -0.1 0.0 0.1
H -0.553 0.119 5.358 1.9 -0.1 -1.3
H 1.123 -0.762 5.496 -1.3 1.8 -1.4
H -0.252 -1.912 3.616 1.3 2.2 -0.7
H -0.529 -10.607 -3.475 0.1 0.1 0.1
H 0.701 -4.747 -1.577 -1.2 1.9 -1.0
H -1.498 2.327 -1.768 0.4 -1.3 2.0
H 1.322 1.887 1.151 -1.0 1.5 -1.4
H 6.092 -0.965 -0.277 -2.3 1.1 0.1
H -3.405 3.434 0.363 -0.8 -1.6 -0.5
H 1.491 4.104 -1.235 0.2 -2.6 0.3
H -0.926 -4.120 -2.289 2.1 0.8 -0.1
H -4.662 2.216 1.051 1.3 0.8 -2.1
H -5.570 3.977 -0.672 1.0 -2.2 -1.0
H -3.878 -1.710 4.676 1.9 1.3 -1.0
H 4.679 6.382 2.986 0.0 0.0 -0.1
H 3.702 1.499 1.061 0.5 -0.3 -2.0
H 0.327 -3.310 -4.188 1.1 0.0 1.0
H -3.376 2.960 -2.700 -2.2 0.4 0.5
H 1.398 2.215 -1.749 0.7 1.5 1.6
H -6.036 2.198 -1.059 2.3 1.5 -0.5
H -2.490 1.184 3.926 -2.1 -1.6 1.0
H -2.018 -1.464 4.832 -1.9 0.9 -1.5
H -4.005 -1.405 2.195 2.7 -0.4 0.7
H 4.572 -0.496 0.894 1.3 -0.4 -2.2
H 1.508 -2.746 -0.663 -2.3 0.3 -0.7
H -0.704 1.046 2.675 0.3 -2.4 -1.3
H -4.977 1.208 -5.800 0.8 1.3 1.8
H -1.011 3.873 -0.066 0.7 -2.2 0.9
H -2.534 -2.660 2.600 -1.1 2.3 0.0
H 2.918 0.742 -0.483 1.6 1.4 0.7
H -0.515 -10.680 -0.993 0.1 0.2 -0.1
H -2.887 0.620 5.679 -1.1 -0.3 -2.3
H 0.063 -2.524 1.143 -1.5 0.2 -2.1
H 1.153 -0.709 -1.288 -1.3 -1.1 -1.1
H 3.675 3.826 0.128 -0.8 -2.0 -1.6
H -1.237 2.739 1.416 1.0 -0.2 -2.4
H 3.990 3.233 -1.633 -1.4 -0.8 1.9
H 1.153 3.759 1.138 -0.5 -2.1 -1.2
H 6.992 7.126 3.554 -0.1 0.0 -0.2
H 8.549 7.797 1.739 -0.2 -0.1 0.0
H 5.506 6.928 -1.181 0.0 0.0 0.1
H 4.211 -1.067 -0.867 1.8 1.1 1.1
```
Positions in Å, forces in eV/Å.

***

Record 8
# CH2I2O

A structure of composition CH2I2O (ωB97M-V with the def2-TZVPD basis set, OMol25).

The energy above the lowest of the compared OMol25 structures with the same formula, charge and spin comes out at 296.72 kJ/mol. The calculation puts the HOMO energy at -8.4 eV. Its frontier orbital gap is 7.09 eV. For the LUMO energy, the calculation gives -0.04728 Eh. As for the total charge: 0. The value obtained for the total energy is -709.793565 Ha.

```
6
Properties=species:S:1:pos:R:3:forces:R:3
I -2.035 0.843 -0.344 -0.5 0.3 0.7
I -0.459 -2.276 -0.691 -0.2 0.0 0.3
O 1.177 0.336 0.663 -2.9 -0.3 0.3
C -1.079 -0.509 -1.505 0.5 -0.4 -1.1
H 0.404 0.837 1.073 2.0 -0.7 -0.7
H 1.992 0.770 0.804 1.1 1.1 0.5
```
Positions in Å, forces in eV/Å.